(1)
DFT (the ωB97M-V functional and the def2-TZVPD basis) results for a cluster of 13 separate species, C4H32ClN8O16 in total at a distorted geometry.

Structure (XYZ):
```
61
C4H32ClN8O16, DFT the ωB97M-V functional and the def2-TZVPD basis
Cl -2.880 7.097 -4.510
O -3.358 5.920 -5.176
O -4.977 4.597 -7.470
O -6.717 8.013 -5.669
O -1.889 11.718 -6.632
O 0.204 9.974 -6.110
O -3.615 6.963 -8.104
O -3.985 1.045 -3.159
O 0.114 7.050 -0.581
O -3.922 7.938 -4.011
O 0.957 3.919 -4.516
O -1.993 6.764 -3.408
O -0.602 10.506 -3.609
O -6.966 7.005 -3.214
O 1.172 8.098 -3.969
O -0.798 3.984 -2.452
O -2.177 7.866 -5.483
N -2.157 10.001 -2.011
N 2.508 4.533 -6.054
N -3.778 12.943 -6.324
N 0.450 5.509 -6.080
N -3.625 10.873 -5.419
N -4.669 3.025 -2.321
N -1.671 12.175 -2.548
N -3.800 2.952 -4.432
C 1.260 4.606 -5.490
C -4.063 2.269 -3.293
C -3.021 11.833 -6.144
C -1.464 10.849 -2.806
H -1.054 12.783 -3.058
H -4.552 10.971 -5.060
H -3.377 7.265 -7.213
H -0.384 3.869 -3.329
H -4.663 13.057 -5.869
H -2.828 7.140 -8.629
H -2.080 9.027 -2.264
H 1.772 7.714 -3.320
H -2.201 12.534 -1.779
H -0.732 10.247 -6.090
H -1.370 4.750 -2.555
H -5.299 3.693 -7.386
H -6.778 7.547 -4.807
H -5.928 8.557 -5.585
H 0.182 6.489 0.198
H -0.377 5.776 -5.570
H -6.023 7.168 -3.043
H -3.345 2.463 -5.180
H -3.812 3.954 -4.343
H -4.704 2.500 -1.460
H 0.624 5.905 -6.981
H -7.198 6.274 -2.633
H -4.420 4.726 -6.695
H -3.530 13.722 -6.902
H 2.816 5.283 -6.643
H 0.364 7.579 -3.891
H -3.132 10.007 -5.257
H 3.212 3.984 -5.599
H -2.865 10.287 -1.367
H -4.494 4.012 -2.242
H -0.650 6.710 -1.061
H 0.314 9.540 -6.962
```

Charge: -1
ΔE to the lowest compared entry with this formula, charge and spin, kJ/mol: 0.0
Kohn-Sham gap, eV: 9.12
Electronic energy, Eh: -2273.68320

Results of the natural (NBO) charge analysis, in e, for atoms 1 through 2: 2.5705, -0.8772



(2)
DFT (the ωB97M-V functional and the def2-TZVPD basis) results for a cluster of 10 separate species, C4H32N3O9 in total at a distorted geometry.

Structure (XYZ):
```
48
C4H32N3O9, DFT the ωB97M-V functional and the def2-TZVPD basis
O -1.252 3.357 -1.705
O 1.027 -3.368 -0.670
O 3.042 -0.688 -0.938
O 1.643 -0.215 -3.179
O -1.533 -2.785 1.073
O 0.504 -1.384 2.069
O 0.527 -0.337 4.578
O -0.798 0.925 -2.880
O -0.418 -1.920 -2.423
N -2.384 -1.030 -0.778
N -0.511 0.919 0.548
N 2.366 1.251 1.469
C 0.054 2.123 1.180
C 1.533 2.276 0.819
C -1.884 0.640 1.013
C -2.819 0.231 -0.129
H -1.606 -0.880 -1.496
H -3.126 -1.472 -1.306
H -3.845 0.127 0.287
H -1.830 -0.180 1.755
H 1.722 -3.968 -0.961
H -1.091 -3.558 0.705
H -1.284 0.556 -3.625
H 2.177 -0.371 -2.354
H 1.026 -0.792 5.268
H -2.296 1.527 1.539
H -1.631 3.959 -2.357
H 1.872 3.313 1.067
H 0.297 -1.420 -2.906
H -0.336 -0.195 4.986
H 3.320 1.568 1.552
H 0.495 -1.119 3.013
H -1.099 2.528 -2.193
H -2.851 1.023 -0.883
H 1.467 -2.723 -0.093
H -0.422 1.000 -0.451
H 2.307 0.023 -3.835
H 0.094 -2.515 -1.812
H 2.916 0.053 -0.305
H 0.121 0.576 -2.965
H -0.087 2.101 2.276
H 2.003 0.961 2.366
H -2.036 -1.734 -0.044
H 1.666 2.130 -0.243
H 0.324 -0.519 1.622
H 3.995 -0.771 -1.048
H -0.855 -2.258 1.544
H -0.504 3.035 0.850
```

Charge: +1
ΔE to the lowest compared entry with this formula, charge and spin, kJ/mol: 0.0
Kohn-Sham gap, eV: 9.75
Electronic energy, Eh: -1012.87511

Results of the natural (NBO) charge analysis, in e, for atoms 1 through 2: -0.9860, -0.9662